1.
Molecular formula: C22H36GaN2O9P2
Method: DFT, ωB97M-V/def2-TZVPD

Its total charge is -1. The electronic energy comes out at -4253.965322 Eh. As for the highest occupied orbital energy: -3.60 eV. The value obtained for the energy relative to the best compared isomer or geometry (same formula, charge and spin) is 0.0 kJ/mol. As for the spin multiplicity: 1. The calculation puts the orbital gap at 0.1782 hartree.

Atoms and positions in Å:
C (2.323, 2.705, 3.849)
C (3.216, 1.420, 3.981)
O (3.865, 1.097, 2.743)
P (2.884, 0.245, 1.696)
O (1.676, -0.374, 2.375)
C (2.230, 1.401, 0.376)
C (0.801, 1.967, 0.766)
Ga (-0.729, 0.881, -0.135)
C (-2.025, 0.248, 1.365)
C (-1.821, -1.275, 1.620)
C (-2.553, -2.156, 0.545)
C (-2.227, -1.744, 3.065)
P (-1.842, 2.399, -1.562)
O (-3.356, 1.740, -2.041)
O (-0.842, 2.527, -2.958)
O (3.695, -1.009, 0.948)
C (5.030, -0.668, 0.572)
C (5.869, -1.992, 0.692)
H (2.617, 3.460, 4.610)
H (1.258, 2.479, 4.013)
H (2.516, 3.188, 2.873)
H (2.690, 0.577, 4.452)
H (4.034, 1.703, 4.678)
H (2.934, 2.239, 0.182)
H (2.081, 0.860, -0.581)
H (0.705, 3.043, 0.501)
H (0.606, 1.885, 1.848)
H (-0.194, -0.444, -0.865)
H (-1.738, 0.787, 2.296)
H (-3.076, 0.504, 1.106)
H (-0.732, -1.466, 1.525)
H (-3.509, -2.581, 0.893)
H (-1.838, -2.952, 0.235)
H (-2.685, -1.532, -0.365)
H (-3.006, -1.108, 3.526)
H (-1.333, -1.681, 3.717)
H (-2.518, -2.810, 3.020)
H (-3.884, 1.521, -1.273)
H (-0.103, 1.921, -2.862)
H (5.521, 0.065, 1.238)
H (5.130, -0.325, -0.475)
H (5.447, -2.752, 0.017)
H (6.947, -1.809, 0.534)
H (5.758, -2.309, 1.750)
C (-3.638, -7.937, 0.428)
C (-3.001, -6.712, 0.585)
C (-3.598, -5.710, 1.337)
C (-4.831, -5.951, 1.928)
C (-5.479, -7.168, 1.772)
C (-4.877, -8.164, 1.017)
N (-5.450, -4.904, 2.739)
O (-4.861, -3.852, 2.835)
O (-6.514, -5.152, 3.271)
H (-3.166, -8.719, -0.155)
H (-2.038, -6.538, 0.124)
H (-3.097, -4.758, 1.454)
H (-6.442, -7.351, 2.229)
H (-5.371, -9.118, 0.889)
C (0.390, 5.612, -3.924)
C (1.074, 4.525, -4.452)
C (1.964, 4.706, -5.502)
C (2.163, 5.984, -6.009)
C (1.479, 7.077, -5.494)
C (0.589, 6.885, -4.446)
N (3.117, 6.185, -7.098)
O (3.686, 5.209, -7.542)
O (3.292, 7.318, -7.499)
H (-0.300, 5.464, -3.101)
H (0.912, 3.541, -4.042)
H (2.492, 3.855, -5.908)
H (1.631, 8.070, -5.893)
H (0.051, 7.729, -4.034)

2.
Molecular formula: C58H153N7O30
Method: DFT, ωB97M-V/def2-TZVPD

The electronic energy comes out at -4941.586339 Eh. As for the highest occupied orbital energy: -8.71 eV. The value obtained for the energy relative to the best compared isomer or geometry (same formula, charge and spin) is 0.0 kJ/mol. As for the spin multiplicity: 1. The calculation puts the orbital gap at 0.3349 hartree.

Atoms and positions in Å:
C (1.534, 2.771, -5.104)
C (0.694, 3.960, -4.507)
O (1.528, 5.122, -4.275)
O (1.604, 1.734, -4.201)
H (2.480, 3.178, -5.562)
H (0.925, 2.308, -5.940)
H (0.433, 3.558, -3.568)
H (-0.190, 4.136, -5.079)
H (1.438, 5.773, -4.950)
H (2.252, 1.941, -3.497)
C (0.165, 3.563, 3.012)
C (1.029, 2.347, 2.736)
O (0.151, 1.242, 2.754)
O (-0.405, 3.448, 4.286)
H (-0.630, 3.620, 2.270)
H (0.761, 4.463, 3.047)
H (1.768, 2.234, 3.587)
H (1.591, 2.349, 1.786)
H (0.611, 0.415, 2.941)
H (-0.998, 2.653, 4.288)
C (-3.114, 5.648, 1.228)
C (-4.555, 5.393, 0.785)
O (-5.495, 5.591, 1.796)
O (-2.765, 7.016, 1.022)
H (-2.489, 5.035, 0.487)
H (-2.902, 5.329, 2.221)
H (-4.621, 4.350, 0.409)
H (-4.682, 6.094, -0.039)
H (-5.331, 5.014, 2.553)
H (-2.114, 7.083, 0.237)
C (-0.002, -2.330, -5.153)
C (1.346, -2.130, -5.804)
O (2.259, -2.937, -5.206)
O (-0.265, -1.595, -3.956)
H (-0.153, -3.451, -4.947)
H (-0.796, -2.001, -5.831)
H (1.574, -1.035, -5.706)
H (1.217, -2.329, -6.872)
H (3.169, -2.723, -5.389)
H (-0.469, -2.216, -3.269)
C (-2.421, 1.844, -5.950)
C (-1.941, 1.314, -4.605)
O (-2.347, -0.007, -4.552)
O (-3.826, 1.816, -5.962)
H (-1.980, 1.244, -6.787)
H (-2.154, 2.880, -6.110)
H (-2.435, 1.923, -3.804)
H (-0.818, 1.321, -4.505)
H (-1.767, -0.477, -3.959)
H (-4.077, 0.885, -6.020)
C (4.403, 2.300, -1.274)
C (4.446, 3.761, -1.826)
O (3.949, 3.843, -3.130)
O (3.210, 1.622, -1.651)
H (4.622, 2.320, -0.201)
H (5.175, 1.826, -1.876)
H (5.471, 4.099, -1.879)
H (3.813, 4.356, -1.103)
H (3.151, 4.406, -3.199)
H (2.763, 1.095, -0.900)
C (4.753, -5.811, -1.500)
C (3.806, -4.598, -1.623)
O (4.551, -3.393, -1.716)
O (5.492, -5.721, -0.285)
H (5.415, -5.829, -2.383)
H (4.108, -6.719, -1.468)
H (3.216, -4.556, -0.678)
H (3.147, -4.700, -2.473)
H (4.577, -3.108, -2.630)
H (6.337, -5.274, -0.525)
C (6.401, -0.869, -0.334)
C (7.017, -0.024, 0.767)
O (6.081, 0.390, 1.822)
O (5.598, -1.884, 0.242)
H (7.168, -1.328, -0.957)
H (5.801, -0.238, -0.989)
H (7.403, 0.871, 0.326)
H (7.865, -0.499, 1.263)
H (5.477, -0.342, 1.806)
H (5.195, -2.347, -0.517)
C (-2.680, -1.867, 1.365)
O (-2.034, -2.449, 0.229)
C (-1.411, -3.684, 0.426)
C (-0.776, -4.032, -0.917)
N (-1.744, -4.221, -2.062)
C (-2.226, -5.626, -2.002)
C (-3.506, -5.759, -2.896)
O (-4.590, -5.264, -2.197)
C (-5.741, -5.066, -3.019)
H (-1.896, -1.365, 1.975)
H (-3.151, -2.594, 2.040)
H (-3.617, -1.361, 0.945)
H (-2.167, -4.417, 0.756)
H (-0.679, -3.682, 1.214)
H (-0.126, -4.907, -0.857)
H (-0.128, -3.142, -1.183)
H (-2.606, -3.707, -1.766)
H (-2.487, -5.918, -0.999)
H (-1.428, -6.270, -2.358)
H (-3.644, -6.827, -3.220)
H (-3.374, -5.132, -3.780)
H (-6.561, -4.770, -2.346)
H (-6.001, -6.017, -3.538)
H (-5.584, -4.207, -3.681)
C (-3.182, 5.404, -4.454)
O (-2.390, 6.157, -3.479)
C (-1.919, 5.310, -2.437)
C (-0.726, 6.069, -1.737)
N (-1.232, 7.421, -1.361)
C (-0.182, 8.333, -0.831)
C (-0.780, 9.669, -0.454)
O (-1.156, 10.210, -1.678)
C (-2.221, 11.223, -1.528)
H (-3.970, 4.792, -4.057)
H (-2.427, 4.771, -4.985)
H (-3.622, 6.070, -5.156)
H (-1.535, 4.337, -2.786)
H (-2.738, 5.076, -1.750)
H (-0.004, 6.208, -2.544)
H (-0.439, 5.429, -0.933)
H (-1.631, 7.927, -2.124)
H (0.620, 8.524, -1.585)
H (0.304, 7.857, 0.031)
H (-0.108, 10.347, 0.125)
H (-1.657, 9.474, 0.177)
H (-3.084, 10.827, -0.991)
H (-2.501, 11.494, -2.575)
H (-1.819, 12.166, -1.135)
C (-9.582, -0.927, 5.567)
O (-8.317, -1.234, 5.022)
C (-7.224, -0.933, 5.906)
C (-6.080, -1.730, 5.375)
N (-4.850, -1.175, 5.822)
C (-3.675, -1.936, 5.339)
C (-2.390, -1.165, 5.539)
O (-1.288, -1.908, 5.046)
C (-0.045, -1.341, 5.444)
H (-9.819, -1.777, 6.243)
H (-10.279, -0.984, 4.714)
H (-9.593, 0.041, 6.082)
H (-7.405, -1.267, 6.920)
H (-6.932, 0.141, 5.911)
H (-6.208, -1.694, 4.312)
H (-6.114, -2.805, 5.675)
H (-4.778, -0.233, 5.482)
H (-3.863, -2.332, 4.254)
H (-3.588, -2.865, 5.937)
H (-2.262, -0.925, 6.574)
H (-2.388, -0.179, 5.037)
H (0.621, -1.820, 4.738)
H (0.202, -1.642, 6.408)
H (-0.067, -0.236, 5.475)
C (-4.813, 8.025, 6.900)
O (-5.539, 6.875, 6.667)
C (-4.866, 5.990, 5.810)
C (-5.882, 4.931, 5.310)
N (-5.492, 4.091, 4.186)
C (-4.443, 3.193, 4.586)
C (-4.343, 2.038, 3.688)
O (-5.495, 1.247, 3.935)
C (-6.009, 0.688, 2.762)
H (-5.199, 8.616, 7.711)
H (-4.789, 8.642, 5.999)
H (-3.780, 7.677, 7.116)
H (-3.944, 5.590, 6.237)
H (-4.462, 6.575, 4.981)
H (-6.729, 5.583, 5.054)
H (-6.235, 4.371, 6.226)
H (-6.331, 3.562, 3.930)
H (-4.650, 2.909, 5.613)
H (-3.530, 3.855, 4.648)
H (-3.461, 1.472, 3.993)
H (-4.307, 2.307, 2.645)
H (-6.273, 1.485, 2.054)
H (-6.950, 0.100, 3.038)
H (-5.327, -0.036, 2.247)
C (4.200, -0.592, -3.761)
O (4.967, -1.691, -4.189)
C (6.277, -1.160, -4.562)
C (7.363, -2.162, -4.250)
N (7.532, -2.350, -2.812)
C (8.765, -3.111, -2.523)
C (9.001, -3.159, -0.982)
O (7.807, -3.738, -0.396)
C (7.761, -3.864, 1.121)
H (4.287, 0.340, -4.320)
H (4.397, -0.331, -2.723)
H (3.106, -0.833, -3.780)
H (6.480, -0.259, -3.901)
H (6.255, -0.899, -5.598)
H (8.307, -1.882, -4.624)
H (7.067, -3.101, -4.726)
H (6.750, -2.848, -2.442)
H (9.636, -2.535, -2.952)
H (8.778, -4.059, -2.951)
H (9.109, -2.145, -0.648)
H (9.856, -3.823, -0.783)
H (6.868, -3.312, 1.423)
H (8.721, -3.633, 1.492)
H (7.719, -4.887, 1.486)
C (1.615, -6.970, -2.853)
O (1.043, -7.636, -1.784)
C (1.567, -8.886, -1.440)
C (0.973, -9.323, -0.102)
N (1.291, -8.560, 1.060)
C (1.049, -7.070, 1.015)
C (1.140, -6.435, 2.413)
O (2.421, -6.428, 2.973)
C (3.347, -5.691, 2.196)
H (2.723, -6.958, -2.804)
H (1.332, -5.897, -2.910)
H (1.235, -7.399, -3.896)
H (2.665, -8.813, -1.436)
H (1.269, -9.674, -2.164)
H (1.291, -10.330, 0.082)
H (-0.146, -9.326, -0.252)
H (2.257, -8.733, 1.194)
H (0.074, -6.820, 0.745)
H (1.648, -6.524, 0.317)
H (0.450, -6.971, 3.116)
H (0.799, -5.408, 2.345)
H (3.601, -6.224, 1.302)
H (4.301, -5.612, 2.784)
H (3.109, -4.679, 1.949)
C (-1.767, 1.744, 0.555)
O (-0.657, 2.401, 0.028)
C (-0.137, 1.763, -1.121)
C (0.161, 0.309, -0.927)
N (1.051, 0.188, 0.175)
C (1.393, -1.211, 0.497)
C (2.467, -1.335, 1.561)
O (1.982, -0.963, 2.868)
C (2.987, -1.366, 3.815)
H (-1.977, 2.215, 1.516)
H (-1.609, 0.679, 0.714)
H (-2.632, 1.787, -0.073)
H (0.805, 2.306, -1.474)
H (-0.881, 1.849, -1.917)
H (0.542, 0.011, -1.852)
H (-0.743, -0.342, -0.715)
H (0.692, 0.694, 0.997)
H (1.795, -1.751, -0.423)
H (0.539, -1.848, 0.886)
H (3.361, -0.694, 1.246)
H (2.887, -2.428, 1.563)
H (3.841, -0.776, 3.563)
H (3.217, -2.417, 3.729)
H (2.748, -1.102, 4.854)